# C6H13N

An isolated molecule of C6H13N in a non-equilibrium geometry (the ωB97M-V functional and the def2-TZVPD basis, the Open Molecules 2025 dataset).

Geometry as XYZ:
```
20
Properties=species:S:1:pos:R:3:forces:R:3
C -1.917301 0.905694 0.872298 1.60 1.19 -0.61
C -1.003601 0.218249 -0.195198 -0.64 -0.57 1.30
C 0.415595 0.882554 -0.219579 -2.60 -1.66 -0.07
C 1.390004 -0.148286 -0.828784 -0.34 1.11 0.80
C 1.877676 -1.393994 1.375818 0.60 0.95 -1.30
C 1.718069 -1.364474 0.040733 0.05 0.29 0.16
N -1.600250 0.235063 -1.516802 0.65 0.00 0.02
H -2.538719 1.632820 0.332859 -0.54 -0.40 0.55
H -1.265134 1.534279 1.501580 -0.17 -0.02 -0.18
H -2.367773 0.254242 1.611223 -0.74 -0.25 -0.53
H -0.942987 -0.835293 0.190323 0.43 0.65 -0.59
H 0.541605 1.023847 0.852724 1.01 0.66 -0.22
H 0.196021 1.799635 -0.826816 1.03 -0.58 0.70
H 0.992676 -0.474463 -1.791121 0.29 0.22 -0.14
H 2.293212 0.491526 -0.939746 0.04 -1.13 -0.44
H 2.740461 -1.973714 1.705612 -1.05 -0.72 0.71
H 1.480491 -0.571019 1.962595 0.50 0.00 0.22
H 1.939685 -2.298803 -0.482175 0.60 0.47 -0.21
H -2.481777 0.701581 -1.616001 -0.22 -0.34 -0.03
H -1.467946 -0.619439 -2.029539 -0.50 0.12 -0.13
```
Positions in Å, forces in eV/Å.

## Properties
Calculated total energy   -291.088580 a.u.
Frontier orbital gap   9.887 eV
Energy relative to the best compared isomer or geometry (same formula, charge and spin)   44.03 kcal per mole
HOMO   -8.7421 eV
Largest force on an atom   3.08 eV/A

---

# C4H12O

A cluster of 2 separate species, C4H12O in total in a non-equilibrium geometry (the ωB97M-V functional and the def2-TZVPD basis, the Open Molecules 2025 dataset).

Geometry as XYZ:
```
17
Properties=species:S:1:pos:R:3:forces:R:3
C -0.978408 -2.022823 -0.986642 1.20 -1.96 -0.36
C -0.830076 -1.540879 -2.443862 1.60 0.02 0.25
H -0.174714 -1.635349 -0.353235 -0.11 0.10 -0.06
H -1.915711 -1.719875 -0.543342 -0.34 -0.24 0.08
H -0.822408 -3.194856 -0.960201 -0.67 2.29 0.08
H -1.441498 -2.194177 -3.072460 -0.40 0.80 -0.16
H 0.229073 -1.806849 -2.795315 -1.29 0.74 0.49
H -0.990888 -0.410774 -2.516733 0.01 -1.74 -0.31
C 0.374585 1.194685 1.795826 -2.17 0.09 0.26
O 1.340531 0.596775 2.605604 0.65 -0.41 0.80
C 0.846175 2.420298 1.064955 -1.19 0.50 -1.00
H -0.511532 1.387328 2.464777 1.03 0.03 -0.35
H -0.048872 0.519163 1.043527 0.24 -0.34 0.02
H 2.162815 0.301204 2.184674 -0.65 0.37 -0.38
H 1.411283 1.971476 0.245890 0.91 0.86 0.10
H 1.317693 3.129636 1.742299 0.57 -0.16 -0.31
H 0.031953 3.005018 0.524237 0.60 -0.94 0.85
```
Positions in Å, forces in eV/Å.

## Properties
Calculated total energy   -234.794088 a.u.
Frontier orbital gap   11.220 eV
Energy relative to the best compared isomer or geometry (same formula, charge and spin)   24.18 kcal per mole
HOMO   -10.3734 eV
Largest force on an atom   2.38 eV/A

---

# C8H43INO15P

A cluster of 14 separate species, C8H43INO15P in total in a non-equilibrium geometry (the ωB97M-V functional and the def2-TZVPD basis, the Open Molecules 2025 dataset).

Geometry as XYZ:
```
69
Properties=species:S:1:pos:R:3:forces:R:3
C 6.415593 -0.637834 1.084176 -0.72 0.12 -0.60
C 5.237395 -1.362732 0.413136 0.42 0.50 0.56
C 4.230547 -0.313737 0.015779 0.26 -0.04 -0.14
O 3.064290 -0.822788 -0.624780 -0.10 0.04 0.00
C 2.202530 -1.513166 0.223624 0.05 0.29 -0.50
P 0.710963 -0.540627 0.707595 -1.00 -1.45 0.23
O 1.659452 1.041161 0.793261 -0.80 0.46 -0.26
C 1.971750 1.390524 1.965453 2.04 -0.15 0.87
N 2.520611 1.570648 2.981875 -1.10 0.33 -0.53
C -0.506987 -1.982172 0.654532 0.05 0.17 0.37
I 0.153732 -3.582715 1.954834 0.03 0.06 -0.23
C -1.931913 -1.618013 1.081957 0.01 0.27 -0.46
C -2.401238 -0.219816 0.695333 -0.24 0.03 0.19
H 6.499797 0.338077 0.617745 0.41 0.28 -0.15
H 6.213660 -0.444705 2.123595 0.15 -0.14 0.39
H 7.333221 -1.182285 0.936799 0.35 -0.12 0.22
H 5.591606 -1.916613 -0.443832 -0.13 -0.27 -0.31
H 4.833204 -2.033074 1.155434 -0.23 -0.52 0.00
H 3.976468 0.296198 0.875083 -0.20 0.07 0.31
H 4.697459 0.354834 -0.693794 -0.03 0.18 -0.37
H 1.828570 -2.373540 -0.314752 -0.23 -0.25 -0.16
H 2.681414 -1.906875 1.109168 0.14 0.04 0.41
H 0.016233 0.044212 -0.355553 0.33 0.29 -0.02
H 0.379034 -0.342686 2.061656 0.25 0.32 0.00
H -0.532855 -2.369743 -0.357408 0.17 -0.28 -0.21
H -2.601081 -2.314541 0.596388 -0.27 -0.35 0.05
H -2.086027 -1.752617 2.140427 0.17 0.01 0.42
H -2.636075 -0.130576 -0.356561 0.22 0.05 -0.43
H -3.328799 -0.046563 1.219799 -0.27 0.05 0.12
H -1.733429 0.580458 0.990114 0.24 0.18 0.01
O 1.421222 5.027189 1.991076 -0.11 -0.22 0.13
H 1.890613 4.240602 2.295897 0.14 -0.04 -0.01
H 0.772194 4.682502 1.365386 -0.10 0.06 -0.08
O 0.034719 -0.423665 -3.234493 -0.07 0.03 -0.07
H -0.236116 0.477999 -3.443170 -0.13 0.11 0.03
H 0.662093 -0.319662 -2.512407 0.19 -0.06 -0.06
O -0.031928 5.449220 4.589333 -0.11 -0.16 0.00
H -0.597788 6.141040 4.238358 0.04 0.10 0.01
H 0.490678 5.163390 3.825686 0.04 0.17 -0.08
O -0.246845 1.959219 -5.022953 0.02 -0.23 -0.04
H -0.453042 2.419618 -5.841850 0.00 0.14 0.04
H 0.411065 1.302534 -5.283555 0.06 0.05 -0.06
O -5.176272 -1.018153 1.989195 0.09 0.07 -0.04
H -5.874246 -0.517853 1.548869 -0.19 -0.12 0.10
H -5.422661 -0.974433 2.916724 -0.06 -0.06 0.03
O 7.094561 0.716941 3.994134 0.07 0.07 0.11
H 7.406387 0.296760 4.800706 0.00 -0.04 0.01
H 6.697613 1.541435 4.291496 -0.07 0.02 -0.04
O -1.254310 -0.652271 -6.498135 0.12 -0.07 0.02
H -0.948815 -0.970009 -5.639984 -0.06 -0.02 0.06
H -1.644532 0.204078 -6.299585 -0.02 0.03 0.04
O -1.538079 4.332306 0.744379 0.07 0.00 0.11
H -2.300251 4.086259 0.213185 0.01 -0.01 -0.07
H -1.891928 4.469116 1.629270 0.04 -0.01 0.05
O -8.050939 -0.119182 2.078968 -0.11 0.04 0.03
H -8.789513 -0.258560 1.472520 0.11 0.00 -0.27
H -8.456890 -0.043953 2.946681 0.02 0.01 0.04
O 1.446181 -2.280351 -7.231688 -0.01 0.04 -0.06
H 0.729380 -1.794826 -7.654523 -0.06 0.01 0.04
H 1.229845 -2.246307 -6.296197 0.04 -0.03 0.06
O -9.533132 -0.276357 -0.809347 -0.03 0.07 0.11
H -10.061702 0.456671 -1.135529 -0.04 0.02 0.03
H -8.974105 -0.525315 -1.555431 0.18 -0.18 -0.04
O 6.220811 -3.715654 2.529486 -0.02 -0.06 0.02
H 5.550049 -4.362592 2.767743 -0.03 0.00 0.00
H 7.046702 -4.104881 2.831067 0.05 0.03 0.00
O -7.555747 -1.383847 -2.975900 -0.06 0.09 0.01
H -7.097925 -0.882855 -3.656813 0.01 0.04 0.00
H -7.426485 -2.304881 -3.219654 -0.04 -0.05 0.06
```
Positions in Å, forces in eV/Å.

## Properties
Calculated total energy   -2152.919359 a.u.
Frontier orbital gap   9.315 eV
Energy relative to the best compared isomer or geometry (same formula, charge and spin)   0.00 kcal per mole
HOMO   -9.3889 eV
Largest force on an atom   2.22 eV/A